Formula: C16H19FN4O5
Source: the OMol25 dataset
Level of theory: the ωB97M-V functional and the def2-TZVPD basis

Output
Frontier orbital gap   0.36505 Ha
E_HOMO   -0.3417 hartree
SMILES   O=C(ON1C(=O)CCC1=O)N1CCC2(CC1)C[C@@H](n1cc(F)cn1)CO2
Energy   -1316.1135 hartree
Lowest unoccupied orbital energy   0.63 eV

The geometry in XYZ format:
```
45
Properties=species:S:1:pos:R:3:forces:R:3
O -0.21269 2.57087 2.19667 -0.9375 0.6090 -1.6847
C -0.65321 2.41581 1.05483 1.5868 -1.8110 3.9580
O -1.04079 3.46035 0.26348 -0.5906 2.3926 -0.1958
N -1.10470 4.75155 0.93435 -0.0673 -1.3483 0.1873
C -0.26421 5.81298 0.74149 3.5443 1.5409 -3.6003
O 0.63352 5.83647 -0.08912 -0.7344 -0.6226 1.1742
C -0.66323 7.09650 1.47750 -1.8448 -1.1856 0.2087
C -2.04823 6.65979 2.06504 1.3902 0.3011 -0.2761
C -2.14327 5.17377 1.71345 -4.0060 -1.5226 2.6626
O -3.06455 4.48626 2.15003 1.6477 0.6744 -1.2288
N -0.77092 1.13468 0.55458 -0.1822 1.8935 -0.9669
C -0.93113 0.84863 -0.88289 -0.3518 -0.8804 0.2832
C 0.18179 -0.09909 -1.38388 -0.2806 -0.5195 -0.3939
C 0.31788 -1.36020 -0.49024 -0.0889 0.1781 0.6146
C 0.35454 -0.99020 0.99541 0.4396 0.2103 0.7208
C -0.73691 -0.04554 1.45049 0.0134 0.6192 -0.7851
C 1.41318 -2.40403 -0.80675 1.5360 0.7846 -0.9241
C 0.71827 -3.48970 -1.60588 0.2441 -0.3472 -0.6367
N 1.39338 -4.82042 -1.67867 -0.3944 -0.3045 0.8472
C 1.29284 -5.84051 -0.74236 0.8032 0.2670 -0.1726
C 2.30179 -6.72668 -1.00952 -0.0284 0.7433 -1.7344
F 2.54671 -7.90722 -0.40091 -0.0771 0.7346 -0.3387
C 2.92955 -6.20236 -2.22163 0.2104 -2.3555 1.4961
N 2.38552 -5.08122 -2.57957 -0.8271 1.2789 0.2899
C -0.63115 -3.44944 -0.93327 -0.5273 -0.1351 0.7746
O -0.89698 -2.04898 -0.67427 -0.9627 -2.2555 -0.8353
H -0.79364 7.92713 0.76776 0.4679 -0.5078 0.1427
H 0.06422 7.34471 2.24188 0.1404 -0.0264 -0.0390
H -2.11522 6.83042 3.14386 -0.0912 -0.4377 -0.2156
H -2.86430 7.21425 1.60386 -0.0863 -0.2753 -0.0831
H -1.89262 0.32013 -1.00344 0.2028 0.2853 -0.1259
H -0.94853 1.76335 -1.48790 0.0174 -0.1904 0.4047
H 1.10916 0.42835 -1.42882 0.7998 0.4594 0.1079
H -0.05944 -0.39891 -2.43679 0.1524 0.0651 0.8808
H 0.23943 -1.87274 1.66176 0.3896 0.1430 -0.7024
H 1.30733 -0.50198 1.21576 0.1617 -0.1546 0.0787
H -1.70347 -0.53457 1.35960 -0.2269 -0.0743 0.0156
H -0.57571 0.23047 2.49392 -0.0594 0.3151 -0.3511
H 1.86167 -2.82850 0.09410 -0.2379 0.0459 0.1230
H 2.25472 -1.99026 -1.39257 -0.3450 0.0175 0.3102
H 0.55605 -3.16896 -2.63800 0.3261 -0.0732 0.0019
H 0.56938 -5.90569 0.04511 -0.2111 0.3072 0.0651
H 3.69808 -6.75094 -2.78891 -0.4221 0.7856 0.2152
H -1.40213 -3.86663 -1.56337 -0.4404 0.0965 -0.0704
H -0.61196 -4.02170 0.01379 -0.0524 0.2795 -0.2021
```
Positions in Å, forces in eV/Å.